{
  "formula": "C22H32CoNO6S2Sb",
  "method": "ωB97M-V with the def2-TZVPD basis set",
  "e_lumo_ha": [0.1616, 0.1616],
  "charge": -2,
  "multiplicity": 4,
  "homo_energy_ev": [-2.017, -2.228],
  "species": ["Co", "O", "S", "O", "O", "O", "C", "N", "C", "C", "C", "C", "C", "C", "C", "C", "H", "H", "H", "H", "H", "H", "H", "H", "H", "H", "H", "H", "C", "C", "Sb", "C", "C", "C", "C", "H", "H", "H", "H", "H", "H", "H", "H", "H", "H", "H", "H", "H", "H", "H", "O", "C", "O", "C", "C", "C", "C", "S", "C", "C", "H", "H", "H", "H", "H"],
  "positions_angstrom": [[0.807, 0.899, 0.746], [4.037, 0.981, 2.736], [3.063, 0.191, 2.010], [3.409, -1.241, 1.994], [1.662, 0.351, 2.566], [2.887, 0.690, 0.586], [-0.542, 0.798, -2.161], [0.759, 1.212, -1.651], [1.822, 0.468, -2.315], [0.934, 2.654, -1.841], [0.429, 3.488, -0.681], [0.246, 4.854, -0.878], [-0.114, 5.673, 0.181], [-0.281, 5.109, 1.440], [-0.096, 3.743, 1.615], [0.251, 2.877, 0.567], [-0.600, 0.947, -3.253], [-1.324, 1.388, -1.682], [-0.719, -0.250, -1.922], [1.900, 0.745, -3.381], [1.608, -0.599, -2.247], [2.766, 0.652, -1.804], [0.432, 2.959, -2.775], [2.001, 2.850, -1.978], [0.393, 5.285, -1.867], [-0.253, 6.738, 0.029], [-0.544, 5.739, 2.285], [-0.219, 3.331, 2.614], [4.517, -3.598, -0.547], [3.414, -3.908, 0.456], [1.702, -2.597, 0.258], [0.673, -3.465, 1.952], [0.981, -2.815, 3.294], [0.581, -3.912, -1.141], [0.630, -5.421, -0.945], [5.387, -4.255, -0.430], [4.858, -2.568, -0.419], [4.166, -3.703, -1.578], [3.764, -3.725, 1.472], [3.080, -4.947, 0.384], [0.936, -4.528, 1.960], [-0.391, -3.385, 1.715], [2.033, -2.931, 3.558], [0.373, -3.258, 4.092], [0.792, -1.742, 3.267], [0.910, -3.656, -2.154], [-0.448, -3.548, -1.055], [1.634, -5.814, -1.126], [-0.050, -5.955, -1.620], [0.355, -5.701, 0.075], [-6.530, 3.647, -0.094], [-6.238, 2.458, -0.703], [-7.031, 2.018, -1.501], [-4.970, 1.814, -0.319], [-3.981, 2.438, 0.456], [-2.835, 1.771, 0.825], [-2.610, 0.435, 0.438], [-1.207, -0.439, 0.964], [-3.586, -0.165, -0.379], [-4.737, 0.501, -0.740], [-5.844, 3.834, 0.557], [-4.066, 3.479, 0.760], [-2.071, 2.272, 1.400], [-3.417, -1.182, -0.712], [-5.484, 0.019, -1.357]]
}


{
  "formula": "C6H7Cl2N",
  "method": "ωB97M-V with the def2-TZVPD basis set",
  "e_lumo_ha": [-0.1886, -0.3420],
  "charge": 1,
  "multiplicity": 2,
  "homo_energy_ev": [-13.328, -13.328],
  "species": ["N", "C", "C", "C", "C", "C", "H", "H", "H", "H", "H", "C", "Cl", "Cl", "H", "H"],
  "positions_angstrom": [[10.672, -6.305, -26.172], [11.007, -6.573, -24.895], [10.206, -6.149, -23.787], [8.856, -5.796, -24.057], [8.451, -5.593, -25.429], [9.469, -5.746, -26.389], [11.975, -6.978, -24.638], [10.610, -6.147, -22.786], [8.108, -5.554, -23.318], [7.497, -5.181, -25.720], [9.378, -5.606, -27.456], [9.280, -4.908, -31.731], [7.674, -5.027, -32.558], [9.019, -5.145, -30.064], [10.054, -5.544, -32.161], [9.542, -3.865, -31.910]]
}


{
  "formula": "C15H27Cl3O23S5",
  "method": "ωB97M-V with the def2-TZVPD basis set",
  "e_lumo_ha": [0.0630, 0.0615],
  "charge": -1,
  "multiplicity": 2,
  "homo_energy_ev": [-0.326, -6.781],
  "species": ["C", "Cl", "Cl", "Cl", "H", "C", "C", "C", "O", "C", "O", "O", "H", "H", "H", "H", "H", "H", "C", "C", "O", "S", "O", "O", "O", "H", "H", "H", "H", "C", "C", "O", "S", "O", "O", "O", "H", "H", "H", "H", "C", "C", "O", "S", "O", "O", "O", "H", "H", "H", "H", "C", "C", "O", "S", "O", "O", "O", "H", "H", "H", "H", "C", "C", "O", "S", "O", "O", "O", "H", "H", "H", "H"],
  "positions_angstrom": [[-6.973, 2.243, 11.940], [-5.647, 3.439, 11.848], [-6.812, 1.175, 10.473], [-8.429, 3.081, 11.806], [-6.976, 1.857, 12.959], [-5.509, 4.893, 15.143], [-5.881, 4.398, 16.500], [-6.008, 5.295, 17.712], [-7.253, 4.920, 18.258], [-7.978, 4.296, 17.313], [-9.200, 4.387, 17.229], [-7.120, 3.846, 16.343], [-4.471, 5.226, 15.122], [-6.097, 5.775, 14.891], [-5.470, 4.235, 14.276], [-5.213, 3.585, 16.782], [-6.067, 6.373, 17.559], [-5.340, 5.108, 18.552], [-7.394, 6.396, 8.260], [-7.586, 5.347, 9.371], [-7.603, 6.014, 10.595], [-8.566, 7.316, 10.316], [-8.093, 8.521, 10.973], [-9.980, 6.894, 10.429], [-8.251, 7.404, 8.746], [-7.532, 6.062, 7.232], [-6.442, 6.920, 8.349], [-6.735, 4.666, 9.354], [-8.423, 4.685, 9.150], [-11.597, 5.496, 14.384], [-10.231, 5.709, 13.715], [-10.113, 7.074, 13.511], [-11.631, 7.852, 13.423], [-12.208, 7.657, 12.098], [-11.766, 9.217, 13.944], [-12.118, 6.757, 14.567], [-11.509, 4.948, 15.322], [-12.328, 4.977, 13.765], [-10.190, 5.264, 12.720], [-9.467, 5.328, 14.393], [-5.118, -2.665, 12.950], [-5.629, -1.746, 11.825], [-4.600, -1.686, 10.835], [-3.133, -2.212, 11.439], [-2.103, -1.201, 11.389], [-2.753, -3.565, 10.832], [-3.793, -2.392, 12.923], [-5.162, -3.742, 12.788], [-5.611, -2.425, 13.893], [-5.826, -0.748, 12.216], [-6.569, -2.116, 11.416], [-1.728, 1.954, 15.905], [-1.182, 0.803, 15.037], [-2.386, 0.265, 14.491], [-3.536, 1.354, 14.151], [-4.817, 0.870, 14.634], [-3.378, 1.751, 12.778], [-3.006, 2.386, 15.369], [-0.916, 2.664, 16.061], [-1.959, 1.637, 16.922], [-0.579, 0.079, 15.586], [-0.544, 1.192, 14.243], [-11.887, 2.240, 10.132], [-11.820, 3.657, 10.654], [-12.215, 3.503, 11.955], [-13.521, 2.377, 11.962], [-14.750, 3.182, 11.979], [-13.193, 1.393, 12.953], [-13.136, 1.855, 10.383], [-11.134, 1.564, 10.537], [-11.779, 2.271, 9.047], [-12.453, 4.376, 10.136], [-10.852, 4.142, 10.524]]
}


{
  "formula": "H12O6",
  "method": "ωB97M-V with the def2-TZVPD basis set",
  "e_lumo_ha": 0.0092,
  "homo_energy_ev": -10.446,
  "smiles": "O.O.O.O.O.O",
  "species": ["O", "H", "H", "O", "H", "H", "O", "H", "H", "O", "H", "H", "O", "H", "H", "O", "H", "H"],
  "positions_angstrom": [[2.162, -1.920, 0.250], [1.571, -1.169, 0.303], [2.469, -1.949, -0.649], [-2.795, 0.779, 0.825], [-2.787, 1.701, 1.049], [-3.686, 0.551, 1.203], [-0.586, 0.284, -1.794], [0.290, 0.258, -2.144], [-0.402, 0.061, -0.873], [0.875, 2.727, 0.799], [0.796, 2.879, -0.139], [1.033, 3.538, 1.242], [0.079, -2.674, -1.169], [0.627, -2.440, -0.449], [0.354, -3.562, -1.418], [0.177, -0.024, 0.874], [-0.649, 0.057, 1.347], [0.471, 0.901, 0.743]]
}


{
  "formula": "C34H16CoF15GeN3SSe3",
  "method": "ωB97M-V with the def2-TZVPD basis set",
  "e_lumo_ha": [-0.1406, -0.1617],
  "charge": 1,
  "multiplicity": 5,
  "homo_energy_ev": [-10.752, -11.200],
  "species": ["Co", "Se", "Se", "C", "C", "C", "C", "C", "N", "C", "C", "C", "C", "C", "N", "H", "H", "H", "H", "H", "H", "H", "H", "N", "H", "H", "H", "F", "C", "C", "C", "F", "C", "F", "C", "F", "C", "F", "Ge", "S", "C", "C", "F", "C", "F", "C", "F", "C", "F", "C", "F", "C", "C", "F", "C", "F", "C", "F", "C", "F", "C", "F", "Se", "C", "C", "C", "C", "C", "C", "H", "H", "H", "H", "H"],
  "positions_angstrom": [[0.073, -2.348, -0.022], [2.479, -1.915, 2.207], [0.816, -3.175, 3.158], [-0.769, -2.136, 2.756], [-1.712, -1.926, 3.818], [-2.798, -1.182, 3.589], [-3.071, -0.515, 2.283], [-1.958, -0.757, 1.235], [-0.895, -1.649, 1.578], [2.950, -2.921, 0.622], [4.270, -3.290, 0.414], [4.598, -3.934, -0.766], [3.589, -4.187, -1.685], [2.298, -3.798, -1.386], [1.980, -3.171, -0.252], [-1.503, -2.387, 4.772], [-3.533, -1.020, 4.364], [-3.102, 0.561, 2.489], [-1.505, 0.198, 0.955], [5.015, -3.076, 1.165], [5.616, -4.234, -0.963], [3.799, -4.676, -2.621], [1.486, -3.978, -2.077], [-0.851, -4.324, -0.446], [-1.687, -4.455, 0.119], [-0.258, -5.136, -0.301], [-1.162, -4.340, -1.414], [3.491, -0.113, -0.775], [3.715, 0.759, -1.787], [2.665, 1.578, -2.148], [2.880, 2.510, -3.144], [1.893, 3.348, -3.460], [4.112, 2.617, -3.783], [4.302, 3.528, -4.729], [5.154, 1.772, -3.407], [6.337, 1.870, -4.000], [4.959, 0.832, -2.395], [5.955, 0.032, -2.012], [1.004, 1.413, -1.068], [0.195, -0.587, -1.468], [1.647, 2.106, 0.711], [1.339, 1.562, 1.939], [0.568, 0.462, 1.971], [1.785, 2.094, 3.138], [1.446, 1.513, 4.289], [2.584, 3.233, 3.118], [3.025, 3.760, 4.251], [2.914, 3.811, 1.892], [3.683, 4.893, 1.856], [2.436, 3.244, 0.718], [2.732, 3.807, -0.462], [-0.409, 2.658, -1.692], [-0.786, 2.591, -3.021], [-0.159, 1.687, -3.781], [-1.773, 3.412, -3.550], [-2.117, 3.331, -4.829], [-2.416, 4.319, -2.707], [-3.374, 5.104, -3.179], [-2.072, 4.382, -1.357], [-2.707, 5.221, -0.542], [-1.076, 3.543, -0.872], [-0.762, 3.556, 0.437], [-2.615, -1.438, -0.548], [-4.433, -0.912, 1.746], [-4.937, -2.186, 1.974], [-6.176, -2.542, 1.475], [-6.926, -1.633, 0.747], [-6.424, -0.365, 0.505], [-5.190, 0.000, 1.011], [-4.360, -2.900, 2.547], [-6.561, -3.531, 1.666], [-7.893, -1.915, 0.361], [-7.004, 0.344, -0.064], [-4.810, 0.996, 0.837]]
}


{
  "formula": "C3H7NO2P",
  "method": "ωB97M-V with the def2-TZVPD basis set",
  "e_lumo_ha": [-0.2801, -0.2800],
  "charge": 1,
  "homo_energy_ev": [-14.547, -14.548],
  "species": ["C", "C", "C", "N", "O", "O", "P", "H", "H", "H", "H", "H", "H", "H"],
  "positions_angstrom": [[1.467, -1.238, -0.183], [1.512, 1.098, -0.525], [-3.076, 0.102, 0.645], [1.161, -0.176, -1.086], [0.212, -1.396, 0.485], [0.422, 1.388, 0.335], [-0.370, 0.053, -0.160], [1.894, -2.180, -0.719], [2.299, -1.019, 0.591], [2.435, 1.160, 0.002], [1.509, 1.856, -1.313], [-2.490, 0.947, 0.957], [-3.314, -0.886, 1.183], [-3.660, 0.290, -0.212]]
}


{
  "formula": "CH3ClN4",
  "method": "ωB97M-V with the def2-TZVPD basis set",
  "e_lumo_ha": 0.0350,
  "homo_energy_ev": -8.693,
  "species": ["C", "N", "N", "N", "N", "Cl", "H", "H", "H"],
  "positions_angstrom": [[1.016, -1.085, 0.355], [-0.997, -0.150, -0.392], [-0.502, 1.221, -0.184], [-0.246, -1.146, 0.213], [0.352, 1.588, 0.500], [2.188, 0.057, -0.238], [1.353, -1.939, 0.876], [-1.969, -0.143, -0.330], [-1.196, 1.597, -0.801]]
}


These records have E values of -3783.20506, -1207.58109, -5689.51123, -458.61910, -14029.41926, -664.68015, -718.94433 hartree, in the order they appear.